{
  "formula": "C5H8",
  "method": "wB97M-V/def2-TZVPD",
  "species": ["C", "C", "C", "C", "C", "H", "H", "H", "H", "H", "H", "H", "H"],
  "xyz": [[-0.23377, -0.53909, 0.92450], [-1.32436, -0.15714, -0.09980], [-0.30849, 1.13741, -1.46022], [0.85765, 0.77373, -0.93154], [1.11662, -0.15333, 0.24668], [-0.28936, -1.61101, 1.11653], [-0.35694, -0.00189, 1.87294], [-1.28909, -0.84815, -0.93897], [-2.37279, 0.05569, 0.12594], [-0.94956, 0.89194, -0.19493], [1.70834, 1.18214, -1.47469], [1.62116, -1.05069, -0.13075], [1.82061, 0.32040, 0.94433]],
  "atomic_forces_ev_per_a": [[-0.3, 0.0, -0.1], [0.1, -0.6, 0.7], [0.9, 0.3, 0.0], [-0.1, 0.0, -0.1], [-0.1, 0.0, 0.0], [0.2, 0.1, 0.2], [-0.1, -0.1, -0.2], [0.0, 0.4, -0.1], [0.2, -0.4, 0.6], [-0.6, 0.6, -0.8], [0.1, -0.1, 0.0], [-0.1, 0.1, 0.0], [-0.2, -0.1, -0.1]],
  "nbo_charge": [-0.413, -0.523, -0.055, -0.436, -0.434, 0.221, 0.211, 0.247, 0.240, 0.250, 0.253, 0.218, 0.222],
  "e_tot_ha": -195.140364,
  "gap_ev": 10.4,
  "homo_energy_ev": -9.346,
  "e_above_lowest_kcal_mol": 95.17
}